Below is 2 unconnected molecules or ions with the total composition C5H12Cl in a non-equilibrium geometry, with properties calculated with the ωB97M-V functional and the def2-TZVPD basis.

HOMO level (alpha / beta): -8.7 / -11.0 eV
2S+1: 2
Calculated total energy: -17899.500 eV
Expectation value of S²: 0.75

Each line ends with the Löwdin spin population.
Geometry (Å):
Cl (4.80, -1.04, 2.59)  0.00
H (4.08, -0.32, 1.88)  0.00
C (0.80, 1.15, -1.60)  0.74
C (0.32, -0.20, -1.14)  0.12
C (-0.93, 0.02, -0.30)  0.01
C (-0.65, 0.61, 1.06)  0.00
C (-2.01, -1.06, -0.22)  0.00
H (0.63, 1.80, -0.72)  0.04
H (1.84, 1.29, -1.81)  0.05
H (0.14, -0.97, -1.93)  0.01
H (1.25, -0.48, -0.62)  0.03
H (-1.44, 0.81, -0.89)  0.01
H (-0.13, -0.07, 1.75)  0.00
H (-0.06, 1.52, 1.00)  0.00
H (-1.61, 0.88, 1.49)  0.00
H (-1.81, -1.91, 0.45)  0.00
H (-2.87, -0.56, 0.19)  0.00
H (-2.35, -1.47, -1.18)  0.00